No. 1
Entry from the OMol25 dataset: a single C4H5NO molecule (ωB97M-V with the def2-TZVPD basis set).

Geometry as XYZ:
```
11
C4H5NO | the OMol25 dataset | ωB97M-V with the def2-TZVPD basis set
C 0.67 0.78 -2.49
C 0.22 0.25 -1.50
C -0.35 -0.35 -0.29
N -0.52 0.63 0.76
C -0.49 0.26 2.07
O -0.36 -0.88 2.45
H 1.07 1.23 -3.36
H 0.30 -1.14 0.10
H -1.31 -0.83 -0.55
H -0.62 1.60 0.51
H -0.59 1.13 2.75
```

Computed properties:
- spin multiplicity = 1
- calculated total energy (Ha) = -285.351862
- largest force on an atom (eV/A) = 0.56
- SMILES = C#CCNC=O
- HOMO level (eV) = -9.97
- energy relative to the best compared isomer or geometry (same formula, charge and spin) (kcal/mol) = 39.4

***

No. 2
Entry from the OMol25 dataset: 2 unconnected molecules or ions with the total composition C4H13NO at a distorted geometry (ωB97M-V with the def2-TZVPD basis set).

Geometry as XYZ:
```
19
C4H13NO | the OMol25 dataset | ωB97M-V with the def2-TZVPD basis set
C 0.97 -0.70 0.83
C 0.66 0.69 1.24
C -0.40 0.80 2.32
O 0.18 1.56 -0.02
H 1.91 -1.06 1.24
H 0.90 -0.74 -0.43
H 0.17 -1.41 1.04
H 1.55 1.25 1.50
H -0.66 1.84 2.51
H -1.31 0.28 2.01
H -0.04 0.34 3.24
H -0.78 1.63 -0.03
C -0.94 -0.95 -2.25
N 0.37 -0.40 -1.93
H -1.47 -0.41 -3.05
H -1.56 -0.91 -1.35
H -0.84 -2.00 -2.53
H 0.99 -0.43 -2.74
H 0.29 0.59 -1.60
```

Computed properties:
- spin multiplicity = 1
- calculated total energy (Ha) = -290.133037
- largest force on an atom (eV/A) = 3.24
- SMILES = CC(C)O.CN
- HOMO level (eV) = -8.40
- energy relative to the best compared isomer or geometry (same formula, charge and spin) (kcal/mol) = 40.1

***

No. 3
Entry from the OMol25 dataset: a single C6H15NO2 molecule at a distorted geometry (ωB97M-V with the def2-TZVPD basis set).

Geometry as XYZ:
```
24
C6H15NO2 | the OMol25 dataset | ωB97M-V with the def2-TZVPD basis set
C -0.81 -2.38 -0.79
C 0.37 -1.83 -0.01
C 1.63 -1.85 -0.85
C -0.07 -0.31 0.78
C 0.31 0.81 -0.09
O 1.70 1.01 -0.22
C -0.34 2.23 0.78
N -1.57 2.19 1.51
O -0.41 3.24 -0.21
H -1.73 -2.40 -0.18
H -1.02 -1.79 -1.69
H -0.63 -3.42 -1.11
H 0.52 -2.47 0.87
H 1.88 -2.87 -1.17
H 1.53 -1.25 -1.76
H 2.49 -1.48 -0.28
H 0.47 -0.30 1.73
H -1.15 -0.39 0.90
H -0.16 0.79 -1.07
H 1.83 1.87 -0.64
H 0.46 2.53 1.45
H -2.34 1.88 0.94
H -1.78 3.12 1.88
H -1.18 3.04 -0.77
```

Computed properties:
- spin multiplicity = 1
- calculated total energy (Ha) = -442.794892
- largest force on an atom (eV/A) = 4.93
- SMILES = CC(C)C[C@H](O)[C@H](N)O
- HOMO level (eV) = -8.90
- energy relative to the best compared isomer or geometry (same formula, charge and spin) (kcal/mol) = 54.2

***

Q: Look up the spin multiplicity of the first one.
A: 1